Entry 1:
# C3H3NO2S

The molecule C3H3NO2S in a non-equilibrium geometry (ωB97M-V with the def2-TZVPD basis set, the OMol25 dataset).

Structure (XYZ):
```
10
Properties=species:S:1:pos:R:3:nbo_charge:R:1
C -0.212 -0.344 -0.295 0.00
C 1.248 -0.754 0.054 0.39
C -1.052 -1.533 -0.689 0.39
H 0.999 1.572 0.667 0.17
H 1.534 -1.860 0.212 0.19
H -2.196 -1.504 -0.502 0.14
N -0.948 0.588 0.118 -0.46
O 2.031 0.168 0.194 -0.52
O -0.528 -2.559 -1.102 -0.53
S -0.351 2.037 0.728 0.24
```

As for the spin multiplicity: 1. The value obtained for the highest occupied orbital energy is -9.7 eV. The calculation puts the total energy at -19577.38624 eV. The structure (SMILES) is O=CC(C=O)=NS. The value obtained for the LUMO energy is -1.0 eV.



Entry 2:
# C4H11N2O

The ion C4H11N2O with charge -1 in a non-equilibrium geometry (ωB97M-V with the def2-TZVPD basis set, the OMol25 dataset).

Structure (XYZ):
```
18
Properties=species:S:1:pos:R:3:nbo_charge:R:1
C 0.113 0.777 0.611 -0.24
N -1.323 1.079 0.411 -0.76
C -1.675 0.980 -1.239 0.16
O -0.735 0.929 -2.124 -0.90
C 0.679 -0.494 0.011 -0.12
C 2.166 -0.637 0.369 -0.60
N -0.034 -1.702 0.394 -0.85
H 0.587 1.723 0.375 0.20
H 0.075 0.680 1.716 0.16
H -2.085 0.440 0.598 0.33
H -2.381 0.103 -1.248 0.02
H -2.323 1.895 -1.257 0.06
H 0.641 -0.333 -1.068 0.25
H 2.268 -0.699 1.455 0.18
H 2.683 0.268 0.041 0.19
H 2.580 -1.537 -0.070 0.20
H -0.748 -1.915 -0.265 0.36
H -0.490 -1.555 1.289 0.34
```

As for the spin multiplicity: 1. The value obtained for the highest occupied orbital energy is -2.6 eV. The calculation puts the total energy at -9352.87082 eV. The structure (SMILES) is C[C@@H](N)CNC[O-]. The value obtained for the LUMO energy is 4.2 eV. As for the net charge: -1.



Entry 3:
# C3H7FS2

The molecule C3H7FS2 in a non-equilibrium geometry (ωB97M-V with the def2-TZVPD basis set, the OMol25 dataset).

Structure (XYZ):
```
13
Properties=species:S:1:pos:R:3:nbo_charge:R:1
C -0.521 -1.047 0.119 -0.62
C 0.278 0.055 -0.204 -0.25
C 0.149 1.443 0.477 0.02
H -2.709 -1.236 -1.200 0.15
H 0.162 -1.753 -0.598 0.26
H -0.091 -1.486 1.141 0.24
H 0.312 0.187 -1.250 0.21
H 2.732 0.228 -0.241 0.12
H 0.021 1.398 1.634 0.20
H 0.991 2.107 0.079 0.19
F -1.034 1.957 -0.189 -0.38
S -2.337 -1.001 0.171 -0.01
S 2.047 -0.852 0.061 -0.11
```

As for the spin multiplicity: 1. The value obtained for the highest occupied orbital energy is -9.3 eV. The calculation puts the total energy at -27610.06627 eV. The structure (SMILES) is FC[C@@H](S)CS. The value obtained for the LUMO energy is 0.6 eV.



Entry 4:
# C23H30AsN6O3PtS2

A structure of composition C23H30AsN6O3PtS2 (ωB97M-V with the def2-TZVPD basis set, the OMol25 dataset).

Structure (XYZ):
```
66
Properties=species:S:1:pos:R:3:nbo_charge:R:1
Pt -0.420 0.046 -0.453 1.43
O -0.361 -0.619 3.664 -0.28
C -0.553 -0.769 2.458 0.65
N -0.662 0.303 1.642 -0.65
C -0.432 1.468 2.267 0.63
O -0.251 1.509 3.489 -0.25
C -0.431 2.657 1.379 0.07
C -0.419 3.947 1.864 -0.15
C -0.478 4.989 0.940 -0.11
C -0.553 4.688 -0.407 -0.19
C -0.550 3.354 -0.810 0.06
N -0.482 2.360 0.065 -0.44
C -0.719 -2.087 1.792 0.08
C -0.734 -3.269 2.497 -0.15
C -0.901 -4.455 1.781 -0.11
C -1.049 -4.395 0.409 -0.19
C -1.030 -3.153 -0.225 0.07
N -0.870 -2.025 0.453 -0.46
H -0.375 4.129 2.929 0.27
H -0.473 6.017 1.276 0.27
H -0.611 5.468 -1.153 0.27
H -0.606 3.079 -1.856 0.23
H -0.621 -3.263 3.573 0.27
H -0.916 -5.406 2.296 0.27
H -1.183 -5.291 -0.181 0.27
H -1.155 -3.067 -1.297 0.23
O 1.679 -0.683 0.481 -1.07
S 3.106 -0.204 0.794 1.19
C 3.567 -1.005 2.351 -0.58
C 4.136 -2.370 1.986 -0.41
C 5.023 -2.114 0.772 -0.42
C 4.188 -1.283 -0.201 -0.58
H 2.683 -1.001 2.987 0.25
H 4.322 -0.360 2.806 0.26
H 3.329 -3.061 1.732 0.21
H 4.690 -2.794 2.821 0.26
H 5.357 -3.033 0.292 0.26
H 5.915 -1.561 1.071 0.23
H 3.480 -1.894 -0.763 0.25
H 4.768 -0.673 -0.890 0.26
C -4.368 1.618 0.440 -0.96
As -4.235 0.109 -0.736 1.49
C -5.642 0.183 -2.032 -0.95
C -4.415 -1.495 0.300 -0.96
S -2.386 0.184 -1.867 -0.50
H -5.405 1.705 0.765 0.28
H -4.076 2.517 -0.100 0.27
H -3.726 1.466 1.305 0.25
H -6.595 0.184 -1.504 0.28
H -5.574 -0.689 -2.680 0.28
H -5.540 1.093 -2.620 0.28
H -5.395 -1.492 0.778 0.28
H -3.639 -1.528 1.062 0.24
H -4.334 -2.354 -0.363 0.27
N 3.693 2.675 -3.017 -0.75
C 2.726 1.750 -3.070 0.38
C 1.895 1.464 -1.962 -0.07
N 0.952 0.539 -2.065 -0.43
C 0.783 -0.123 -3.216 -0.09
C 1.611 0.181 -4.291 0.07
N 2.555 1.096 -4.226 -0.38
H 3.922 3.176 -2.177 0.41
H 4.262 2.821 -3.836 0.44
H 2.017 1.958 -1.007 0.22
H 0.012 -0.877 -3.278 0.23
H 1.490 -0.341 -5.233 0.24
```

As for the spin multiplicity: 5. The value obtained for the highest occupied orbital energy (spin up / spin down) is -16.5 / -16.5 eV. The calculation puts the total energy at -125148.78019 eV. As for the expectation value of S²: 6.0201. The value obtained for the LUMO energy (spin up / spin down) is -9.5 / -11.7 eV. As for the net charge: +3.



Entry 5:
# C4H11N2

The ion C4H11N2 with charge +1 in a non-equilibrium geometry (ωB97M-V with the def2-TZVPD basis set, the OMol25 dataset).

Structure (XYZ):
```
17
Properties=species:S:1:pos:R:3:nbo_charge:R:1
C -1.814 -0.072 -0.010 0.09
C -0.957 1.027 -0.154 -0.41
C 2.459 -0.745 -0.027 -0.40
C 0.457 0.891 -0.472 -0.28
N -3.178 -0.477 0.195 -0.80
N 1.335 0.067 0.574 -0.51
H -1.357 -1.155 -0.152 0.16
H -3.453 -1.468 -0.103 0.42
H -1.384 1.939 -0.056 0.23
H 3.069 -1.009 0.794 0.23
H 2.102 -1.600 -0.439 0.23
H 3.044 -0.239 -0.736 0.24
H 0.918 1.909 -0.724 0.26
H 0.266 0.334 -1.409 0.25
H -3.891 0.116 0.549 0.41
H 0.736 -0.466 1.182 0.44
H 1.647 0.949 0.988 0.44
```

As for the spin multiplicity: 1. The value obtained for the highest occupied orbital energy is -12.2 eV. The calculation puts the total energy at -7297.65461 eV. The structure (SMILES) is C[NH2+]C/C=C/N. The value obtained for the LUMO energy is -3.1 eV. As for the net charge: +1.



Entry 6:
# C23H41Cl4N8O7P2Sc

A structure of composition C23H41Cl4N8O7P2Sc in a non-equilibrium geometry (ωB97M-V with the def2-TZVPD basis set, the OMol25 dataset).

Structure (XYZ):
```
86
Properties=species:S:1:pos:R:3:mulliken_charge:R:1
Sc 0.190 0.025 0.536 -0.37
Cl 1.263 5.375 4.638 -0.17
C 1.572 4.058 3.555 0.29
C 2.815 3.384 3.573 0.33
Cl 4.135 4.023 4.524 -0.17
C 2.977 2.223 2.796 0.24
Cl 4.446 1.353 2.700 -0.19
C 1.888 1.739 2.068 0.03
O 1.923 0.587 1.345 0.89
C 0.696 2.428 1.994 -0.76
O -0.269 1.826 1.271 -0.26
C 0.493 3.550 2.801 0.18
Cl -1.125 4.158 2.993 -0.16
N 2.243 -1.931 1.828 0.09
C 2.551 -3.073 2.454 -0.23
C 1.445 -3.928 2.310 -1.40
C 0.569 -3.184 1.541 -0.36
N 1.019 -1.934 1.319 0.55
H 2.715 -1.020 1.787 -0.01
H 3.468 -3.249 2.992 0.47
H 1.372 -4.922 2.707 0.49
H -0.350 -3.500 1.128 0.47
C 3.288 0.539 -5.125 -1.12
C 3.034 -0.517 -4.061 -0.37
O 1.910 -0.068 -3.211 -0.22
P 2.240 0.280 -1.648 0.31
O 0.790 1.128 -1.364 -0.01
C 0.727 2.570 -1.604 -0.68
C 0.850 2.927 -3.074 -1.08
O 3.269 1.495 -1.937 -0.31
C 4.121 2.018 -0.926 0.04
C 5.528 1.366 -0.969 -1.42
H 4.101 0.282 -5.763 0.45
H 3.527 1.505 -4.744 0.24
H 2.396 0.626 -5.783 0.30
H 3.897 -0.657 -3.388 0.35
H 2.736 -1.462 -4.474 0.48
H 1.588 3.050 -1.085 0.15
H -0.174 2.926 -1.106 0.68
H 1.799 2.551 -3.452 0.05
H 0.773 4.014 -3.227 0.53
H 0.049 2.434 -3.616 0.24
H 3.662 1.909 0.071 -0.13
H 4.207 3.073 -1.141 0.41
H 5.419 0.299 -0.773 0.29
H 6.204 1.760 -0.203 0.40
H 5.950 1.476 -1.941 0.38
C -1.993 -0.285 3.284 -1.01
N -3.336 -0.456 3.809 0.04
C -3.885 -1.725 3.366 -0.74
N -3.937 -1.801 1.896 0.12
C -2.600 -1.574 1.377 -0.67
N -1.981 -0.285 1.739 2.01
C -2.920 0.787 1.287 -1.02
N -4.304 0.612 1.842 0.12
C -4.231 0.631 3.325 -0.72
C -4.830 -0.681 1.468 -0.89
H -1.379 -1.080 3.643 0.35
H -1.673 0.709 3.598 0.20
H -4.903 -1.829 3.801 0.38
H -3.200 -2.472 3.738 0.40
H -2.628 -1.560 0.292 -0.73
H -1.960 -2.375 1.695 0.61
H -2.994 0.738 0.194 0.38
H -2.490 1.722 1.658 0.16
H -5.239 0.452 3.716 0.36
H -3.896 1.591 3.666 0.34
H -5.022 -0.789 0.392 0.24
H -5.793 -0.882 1.936 0.43
N -0.656 -0.207 -3.832 0.16
C -1.056 -1.644 -3.588 -0.59
P -1.727 -1.649 -1.906 0.42
O -2.977 -0.823 -1.899 -0.94
O -0.529 -1.267 -1.050 0.26
C -2.298 -3.346 -1.418 -0.67
N -3.729 -3.173 -0.996 -0.09
H -1.302 0.467 -3.426 0.40
H -0.610 -0.003 -4.852 0.44
H 0.363 -0.057 -3.440 -0.15
H -0.217 -2.303 -3.691 0.34
H -1.805 -1.866 -4.387 0.42
H -1.717 -3.685 -0.557 0.10
H -2.286 -4.114 -2.209 0.57
H -4.330 -3.891 -1.435 0.44
H -4.014 -2.236 -1.365 0.33
H -3.839 -3.166 0.014 0.31
```

As for the spin multiplicity: 1. The value obtained for the highest occupied orbital energy is -12.0 eV. The calculation puts the total energy at -140131.13806 eV. The value obtained for the LUMO energy is -5.1 eV. As for the net charge: +2.